No. 1
This record from OMol25 describes a structure of composition C20H19BrF5FeN2O3S. The level of theory is wB97M-V/def2-TZVPD.

2S+1: 5
Kohn-Sham gap (spin up / spin down): 7.81 / 7.91 eV
Charge: +1

Element x y z (Å)
Fe -0.16 0.08 0.05
C 3.00 -0.73 0.81
O 2.01 0.29 0.57
C 2.44 1.57 0.45
C 3.74 1.98 0.59
C 4.06 3.34 0.45
Br 5.85 3.89 0.66
C 3.08 4.25 0.16
C 1.75 3.83 0.00
C 1.41 2.47 0.15
O 0.18 2.02 0.03
C 0.72 4.77 -0.35
N -0.57 4.47 -0.53
C -1.28 5.61 -0.88
C -2.62 5.82 -1.17
C -2.99 7.11 -1.48
C -2.07 8.16 -1.50
C -0.73 7.95 -1.21
C -0.36 6.65 -0.90
N 0.87 6.09 -0.57
H 3.51 -0.53 1.75
H 3.71 -0.76 -0.02
H 2.46 -1.67 0.86
H 4.53 1.28 0.82
H 3.36 5.29 0.05
H -0.87 3.50 -0.42
H -3.34 5.01 -1.16
H -4.03 7.32 -1.71
H -2.40 9.16 -1.75
H -0.01 8.76 -1.23
H 1.75 6.58 -0.52
O -2.04 -0.05 0.73
S -2.77 -1.28 1.31
C -4.19 -1.53 0.21
C -5.41 -0.82 0.82
C -4.91 0.17 1.87
C -3.79 -0.56 2.61
H -4.32 -2.60 0.07
H -3.86 -1.10 -0.74
H -6.06 -1.57 1.29
H -6.00 -0.33 0.04
H -5.70 0.47 2.56
H -4.51 1.07 1.40
H -4.17 -1.40 3.20
H -3.15 0.06 3.22
F 0.68 -2.73 -0.15
C 0.31 -1.69 -1.00
F 1.41 -1.46 -1.80
C -0.75 -2.30 -1.92
F -0.30 -3.30 -2.68
F -1.79 -2.76 -1.18
F -1.24 -1.35 -2.73

=====

No. 2
This record from OMol25 describes a structure of composition C20H19BrN6O6Rh at a distorted geometry. The level of theory is wB97M-V/def2-TZVPD.

Kohn-Sham gap: 5.02 eV
Charge: +1

Element x y z (Å)
Rh -0.48 -0.03 0.24
C 3.39 1.30 -0.67
O 2.55 0.17 -0.50
C 3.17 -1.02 -0.29
C 4.52 -1.23 -0.12
C 4.98 -2.53 0.08
Br 6.83 -2.82 0.28
C 4.11 -3.60 0.13
C 2.74 -3.39 -0.01
C 2.29 -2.10 -0.23
O 0.95 -1.80 -0.40
C 1.81 -4.53 0.02
N 2.07 -5.68 -0.50
C 0.91 -6.44 -0.29
C 0.65 -7.76 -0.64
C -0.59 -8.28 -0.30
C -1.54 -7.50 0.38
C -1.30 -6.19 0.73
C -0.05 -5.68 0.38
N 0.53 -4.43 0.54
H 3.90 1.56 0.27
H 2.75 2.13 -0.97
H 4.13 1.13 -1.45
H 5.23 -0.41 -0.15
H 4.47 -4.61 0.27
H 0.41 -2.61 -0.44
H 1.39 -8.35 -1.16
H -0.83 -9.30 -0.55
H -2.50 -7.95 0.63
H -2.04 -5.59 1.23
H 0.25 -3.77 1.26
N -2.35 0.69 0.32
N -3.24 -0.41 0.35
C -2.71 -1.70 0.54
O -3.42 -2.63 0.75
O -1.38 -1.73 0.40
H -2.48 1.28 1.14
H -2.49 1.25 -0.52
H -4.18 -0.24 0.66
C 0.89 4.94 -2.08
N 0.74 3.97 -0.99
C 1.09 4.27 0.27
C 0.95 3.40 1.32
C 0.44 2.15 0.95
O 0.23 1.11 1.70
N 0.10 1.85 -0.30
C 0.16 2.73 -1.35
O -0.23 2.52 -2.46
H 1.28 5.87 -1.68
H -0.08 5.11 -2.55
H 1.56 4.55 -2.83
H 1.50 5.26 0.42
H 1.23 3.66 2.33

=====

Calculated energy relative to the best compared isomer or geometry (same formula, charge and spin) (kJ/mol), listed in the same order as above: 0.0, 281.8
Calculated E_tot (eV), listed in the same order as above: -159019.1235, -115318.1780